The following is a quantum chemistry calculation of a molecular structure, C12H7MnN2O4S, from the OMol25 dataset.

Geometry as XYZ:
```
27
Properties=species:S:1:pos:R:3:forces:R:3:lowdin_charge:R:1
Mn 0.385 0.240 0.708 -0.04 -0.09 -0.07 0.75
O 3.991 5.845 0.634 0.01 -0.02 -0.03 -0.03
C 4.496 4.829 0.133 0.03 -0.03 0.08 -0.69
O 5.642 4.552 -0.247 -0.04 0.02 -0.03 -0.02
C 3.485 3.655 -0.043 0.01 0.04 -0.04 -0.10
C 3.823 2.522 -0.799 -0.04 -0.05 0.02 0.05
C 2.884 1.481 -0.966 -0.04 0.03 -0.06 -0.09
N 1.669 1.494 -0.487 0.08 0.00 0.11 0.03
C 1.249 2.662 0.336 -0.11 -0.14 -0.28 -0.41
C 2.255 3.732 0.530 -0.01 0.07 0.03 0.09
C -1.174 2.233 -0.363 0.01 0.01 -0.03 -0.45
O -2.084 3.081 0.111 -0.03 0.02 0.00 0.13
O -1.309 1.045 -0.539 -0.01 0.01 -0.06 0.08
H 4.819 2.450 -1.211 0.00 0.03 -0.01 0.12
H 3.170 0.587 -1.513 -0.01 -0.01 0.02 0.12
H 1.995 4.648 1.051 0.01 -0.05 0.08 0.13
S -0.775 0.489 2.830 -0.03 0.08 0.09 0.70
C -0.135 2.022 2.386 0.07 -0.12 -0.16 -0.73
C -0.620 3.356 2.787 0.00 -0.05 0.01 -0.03
C -0.939 4.295 1.902 -0.03 0.07 0.03 0.01
C -1.031 4.100 0.416 -0.02 0.00 -0.10 -0.13
C -0.016 3.210 -0.348 0.06 -0.04 0.14 -0.04
N 0.815 1.873 1.501 0.14 0.22 0.26 -0.08
H -0.705 3.550 3.849 0.01 -0.02 0.00 0.12
H -1.256 5.264 2.265 -0.01 -0.01 0.00 0.12
H -1.284 5.025 -0.091 0.01 0.01 0.00 0.16
H 0.218 3.601 -1.337 0.00 0.00 -0.01 0.18
```
Forces are in eV/Å.

Computed properties:
Maximum force in eV Å⁻¹: 0.37
Relative energy (zero: lowest compared OMol25 entry of this formula, charge and spin) in kJ/mol: 503.8
Net charge: 0
DFT total energy in eV: -65878.4397
Spin multiplicity: 5
E_HOMO (alpha / beta) in eV: -8.07 / -8.10
E_LUMO (alpha / beta) in Eh: -0.0600 / -0.0765